# 1
20
Properties=species:S:1:pos:R:3 method="wB97M-V/def2-TZVPD" smiles="[H]/N=C/C(C)=O.CNC" e_lumo_ev=-0.1 relative_energy_kj_mol=222.13 charge=0 total_energy_ev=-10406.1218 gap_ev=8.6
H -0.94 0.33 -2.31
H -2.08 -2.45 -0.27
H 2.60 -0.16 -0.77
H -0.57 -2.01 0.56
C -1.00 -0.63 -1.80
H 1.38 1.12 -1.07
O 1.22 -0.91 1.25
H 2.75 1.46 -0.03
H -0.06 0.96 2.43
C 0.55 1.32 1.59
C 2.06 0.68 -0.33
H 0.17 3.21 1.77
H 0.01 -1.08 -1.78
H -1.65 -1.29 -2.38
H -1.08 0.28 0.01
C 1.27 0.24 0.86
C -1.58 -1.66 0.30
H -2.14 -1.48 1.22
N 0.68 2.52 1.23
N -1.58 -0.45 -0.49


# 2
20
Properties=species:S:1:pos:R:3 method="wB97M-V/def2-TZVPD" e_lumo_ev=0.7 relative_energy_kj_mol=661.95 charge=0 total_energy_ev=-10401.5633 gap_ev=8.0
C 0.02 -1.52 -0.86
H 0.35 0.55 -1.55
H 1.04 -0.63 2.28
H -2.06 0.06 -2.42
C 1.49 0.32 1.99
N -0.92 0.64 0.02
H -1.82 0.50 1.66
H 1.05 -1.85 -1.01
H 2.47 0.42 2.46
H -0.58 -1.80 -1.73
H -2.29 1.67 -1.64
H -3.12 0.17 -0.99
H -0.38 -2.03 0.02
O -1.46 -0.15 1.04
C -2.26 0.60 -1.49
H 3.47 0.85 0.28
C 0.00 -0.03 -0.70
N 2.58 0.69 -0.21
C 1.59 0.41 0.50
H 0.84 1.12 2.35


# 3
20
Properties=species:S:1:pos:R:3 method="wB97M-V/def2-TZVPD" e_lumo_ev=-0.3 relative_energy_kj_mol=818.82 charge=0 total_energy_ev=-10399.9375 gap_ev=7.9
H 1.81 -1.19 -2.15
H -1.48 -0.47 -1.43
H -1.81 1.67 1.29
H -1.61 0.17 2.25
H -0.22 1.25 1.96
C 0.40 0.70 -0.31
C 0.87 -0.95 -1.60
C -1.91 -0.36 -0.44
C 1.71 0.22 0.18
O 0.15 1.76 -0.84
H 1.46 -0.97 0.30
H 2.37 0.90 -0.37
H -2.64 0.46 -0.49
N -0.74 -0.03 0.41
H 0.31 -0.29 -2.24
H -2.33 -1.34 -0.23
H 2.64 -0.17 1.83
N 1.69 -0.36 1.49
H 0.49 -1.86 -1.14
C -1.14 0.84 1.53


# 4
20
Properties=species:S:1:pos:R:3 method="wB97M-V/def2-TZVPD" spin_multiplicity=2 e_lumo_ev="-3.4 / -8.3" relative_energy_kj_mol=101.02 charge=+1 total_energy_ev=-10398.2550 gap_ev="10.2 / 5.2"
O -3.14 -0.31 -1.79
H 1.64 -1.18 2.19
C -1.97 -0.03 -1.86
N -1.33 0.75 -0.94
H -1.35 -0.45 -2.67
H 0.25 -2.88 1.16
H 2.38 0.55 1.09
C 0.69 1.43 0.30
N 1.44 0.26 0.80
C 0.83 -0.75 1.61
H 0.18 1.97 -1.75
C 0.22 -1.88 0.74
H -1.87 1.14 -0.18
H 0.10 -0.41 2.35
H 1.38 2.27 0.29
H -0.07 1.60 1.05
H 0.57 0.33 -1.59
C 0.06 1.13 -1.06
H 0.79 -1.96 -0.20
H -0.78 -1.57 0.44


# 5
21
Properties=species:S:1:pos:R:3 method="wB97M-V/def2-TZVPD" smiles="C/C(N)=N/O.CC(C)=O" e_lumo_ev=0.8 relative_energy_kj_mol=274.92 charge=0 total_energy_ev=-12453.1331 gap_ev=9.5
H 3.16 0.64 -0.69
H -0.02 2.13 1.16
H -2.70 1.63 -0.87
H 0.19 -2.46 -0.09
C -1.19 -0.83 -0.09
N -1.30 -0.79 1.28
H 1.08 0.86 1.73
C 1.11 1.19 -0.39
H -1.49 -1.67 1.74
C 0.97 1.69 1.03
H 1.98 -0.35 -1.58
C -0.63 -2.09 -0.70
C 2.18 0.16 -0.63
H 1.74 2.43 1.23
O -2.49 0.98 -0.17
H 2.18 -0.58 0.17
O 0.69 1.88 -1.34
H -1.41 -2.86 -0.75
H -1.93 -0.04 1.57
N -1.86 -0.04 -0.89
H -0.27 -1.88 -1.72


# 6
21
Properties=species:S:1:pos:R:3 method="wB97M-V/def2-TZVPD" smiles="C/C(O)=C/N.CNC=O" e_lumo_ev=0.9 relative_energy_kj_mol=201.76 charge=0 total_energy_ev=-12453.8914 gap_ev=8.3
N -0.80 -1.47 0.54
O 0.53 -0.67 2.25
H -0.87 0.89 -1.67
H 1.44 -0.86 -2.17
C 0.50 2.02 0.43
H -1.82 -0.31 1.91
H 1.23 2.81 0.24
H 2.41 0.43 0.61
H 0.22 -0.44 -3.30
C 0.81 0.80 -0.38
H -0.86 -2.19 -0.16
C 0.41 -1.22 1.16
H -2.24 0.01 0.22
C -2.01 -0.78 0.94
H 0.53 1.77 1.49
H 1.18 -1.92 0.78
C 0.08 0.42 -1.46
H -2.84 -1.47 1.02
H -0.50 2.39 0.20
N 0.48 -0.58 -2.33
O 2.13 0.35 -0.30


# 7
21
Properties=species:S:1:pos:R:3 method="wB97M-V/def2-TZVPD" smiles="CC(C)=C(C)N(O)NO" e_lumo_ev=0.9 relative_energy_kj_mol=614.45 charge=0 total_energy_ev=-12449.6142 gap_ev=8.6
H 1.39 0.40 2.33
O -2.27 0.93 -1.08
H -0.34 2.40 0.86
H 2.26 -1.00 1.74
H -2.21 1.33 -1.96
O 0.08 0.27 -3.23
H 0.77 -1.23 2.68
H 0.92 1.01 -1.55
C -0.82 1.49 1.22
H -0.49 -0.50 -3.10
H 1.70 -1.87 -0.58
H -1.90 1.67 1.23
C 0.68 -1.85 -0.19
H -0.01 -1.95 -1.02
H 0.54 -2.74 0.43
C -0.48 0.32 0.32
H -0.52 1.33 2.25
C 0.46 -0.61 0.64
N -0.01 0.88 -1.94
C 1.26 -0.60 1.92
N -1.02 0.33 -0.96


# 8
22
Properties=species:S:1:pos:R:3 method="wB97M-V/def2-TZVPD" spin_multiplicity=3 e_lumo_ev="-12.1 / -12.4" charge=+2 total_energy_ev=-14251.1158 gap_ev="5.7 / 5.9"
O -2.08 1.78 1.28
C -0.55 -1.39 2.13
H -0.28 2.41 -1.23
N 0.27 -1.53 1.10
C -2.38 0.09 3.28
H -0.33 -2.05 4.14
H -2.37 -0.72 4.01
C -0.57 -2.46 3.16
H 1.64 -2.56 0.16
H -3.40 0.17 2.89
H -0.30 1.02 -2.48
C -0.71 1.43 -1.54
N -1.31 0.75 1.23
H 1.34 -0.33 -1.21
H -1.57 -2.89 3.24
O 1.20 -2.78 1.02
H 1.73 0.39 -0.57
H -2.16 1.02 3.81
H 0.12 -3.28 2.96
H -1.82 1.40 -1.47
C -1.40 -0.21 2.22
W 0.06 0.08 -0.12


# 9
23
Properties=species:S:1:pos:R:3 method="wB97M-V/def2-TZVPD" smiles="CNC(=S)CN(C)[P@](C)([O-])=S" e_lumo_ev=3.1 relative_energy_kj_mol=0.00 charge=-1 total_energy_ev=-41367.4489 gap_ev=6.9
S 2.80 1.77 -0.39
H -0.58 2.83 -0.24
O 1.46 -0.44 2.04
P 1.71 -0.38 0.61
C -0.83 2.19 0.57
C -2.20 0.12 0.40
C 2.70 -1.80 -0.09
N 0.17 -0.69 -0.10
H -0.99 2.82 1.53
H -0.18 0.85 -1.51
S -3.78 -0.30 0.26
C -1.09 -0.96 0.58
H -0.82 -0.97 1.60
H 2.02 -2.41 -0.69
H 0.05 1.60 0.79
C -0.18 -0.31 -1.53
H -2.66 1.91 -0.28
H 3.17 -2.28 0.74
H 3.27 -1.42 -0.85
H 0.60 -0.75 -2.19
H -1.55 -1.96 0.27
H -1.13 -0.78 -1.80
N -1.95 1.36 0.27


# 10
21
Properties=species:S:1:pos:R:3 method="wB97M-V/def2-TZVPD" smiles="C=NC(C)=O.CN(C)S" e_lumo_ev=0.5 relative_energy_kj_mol=175.82 charge=0 total_energy_ev=-21239.4704 gap_ev=8.6
C -3.34 -0.69 -0.48
H -3.95 0.17 -0.23
C 3.06 -1.00 0.78
C -1.43 1.95 -0.44
N -1.86 1.02 0.27
H -3.76 -1.69 0.00
N 2.38 -0.23 -0.24
C 1.55 0.76 0.49
H 0.97 1.17 -0.32
H -1.35 2.82 0.08
H 0.31 -1.41 -0.96
O -1.10 -1.14 0.18
H -3.33 -0.72 -1.58
C -1.99 -0.34 -0.03
S 1.60 -1.09 -1.49
H -0.75 2.06 -1.30
H 1.07 0.25 1.36
H 3.53 -0.18 1.23
H 2.33 -1.54 1.36
H 3.84 -1.69 0.50
H 2.23 1.52 0.83


# 11
20
Properties=species:S:1:pos:R:3 method="wB97M-V/def2-TZVPD" smiles=C[Si](C)(C)[C@@H](N)C#N e_lumo_ev=0.6 relative_energy_kj_mol=23.89 charge=0 total_energy_ev=-16236.8456 gap_ev=10.1
C 1.93 -0.85 -0.31
H 1.59 2.20 -1.27
C -1.08 -0.52 -0.61
H 0.96 0.98 2.56
C -2.27 0.26 -0.49
H 2.94 -0.48 0.00
N -3.31 0.71 -0.36
H 1.78 -1.04 -1.37
H -0.06 -0.54 2.51
N -1.48 -1.89 -0.22
H -0.99 -0.46 -1.77
H -1.03 -2.14 0.68
H 1.75 -1.73 0.38
H -1.35 -2.65 -0.87
C 0.57 1.94 -0.93
H -0.03 1.69 -1.84
C 0.28 0.44 1.97
H -0.73 0.93 2.20
H 0.00 2.80 -0.38
Si 0.53 0.35 0.12


# 12
20
Properties=species:S:1:pos:R:3 method="wB97M-V/def2-TZVPD" e_lumo_ev=-4.5 relative_energy_kj_mol=429.76 charge=+1 total_energy_ev=-9839.7577 gap_ev=9.2
H -0.18 -1.78 1.50
N -0.73 0.86 0.07
H 1.16 0.36 2.43
H -1.93 -1.34 1.55
H 2.04 -1.16 -2.29
H -1.43 0.92 1.99
C 0.44 1.08 2.10
H 2.17 0.66 -2.53
C 1.55 -0.23 -2.14
H -1.84 -0.07 -2.61
H -0.91 -1.37 3.04
H 1.33 0.10 -1.09
C -0.81 0.02 -2.21
N 0.32 -0.16 -2.91
C -0.96 -1.12 1.82
C -0.68 0.31 1.49
H 0.32 -0.68 -3.85
N -0.85 0.18 -0.92
H 0.09 1.56 3.05
H 0.89 1.88 1.52


# 13
20
Properties=species:S:1:pos:R:3 method="wB97M-V/def2-TZVPD" smiles="CC1(/C(N)=[NH+]/N)CC1" e_lumo_ev=-3.0 relative_energy_kj_mol=239.51 charge=+1 total_energy_ev=-9841.7295 gap_ev=11.5
H -1.52 -1.38 1.43
H -0.04 -2.21 -1.72
H 2.57 0.56 -0.69
H 1.56 -1.41 1.54
H -0.06 1.65 -0.49
N -1.96 2.01 0.66
H -2.14 2.90 0.12
H -0.45 -0.50 -2.14
C 0.24 -1.17 -1.66
C 1.76 -1.18 0.49
C -0.71 0.03 0.31
N -1.64 -0.51 1.06
C 0.50 -0.65 -0.27
C 1.80 0.28 -0.01
N -0.88 1.30 0.06
H 1.63 1.07 0.68
H -2.53 -0.08 1.27
H -1.55 2.35 1.56
H 1.15 -1.07 -2.28
H 2.26 -1.97 0.08


# 14
21
Properties=species:S:1:pos:R:3 method="wB97M-V/def2-TZVPD" spin_multiplicity=3 e_lumo_ev="-2.6 / -6.3" relative_energy_kj_mol=0.00 charge=+1 total_energy_ev=-11886.0328 gap_ev="7.2 / 7.6"
H 3.07 0.19 -3.28
H -2.54 -1.64 1.28
H -0.17 -0.44 -1.00
H 1.31 0.96 0.28
H -1.14 1.00 3.12
C -1.53 0.12 1.34
H 0.53 -0.28 -3.25
O -1.12 0.48 0.23
C 2.52 0.89 -1.48
H 2.96 1.88 -1.34
H 1.36 -1.68 -2.72
H -2.81 0.63 3.00
N 0.86 -0.53 -1.14
C -1.69 -1.26 1.82
H -2.00 -1.54 2.83
N 1.55 0.59 -0.67
N 2.39 0.11 -2.56
C -1.92 1.04 2.40
H -2.04 2.06 2.07
H -0.82 -1.93 1.58
C 1.24 -0.66 -2.52


# 15
24
Properties=species:S:1:pos:R:3 method="wB97M-V/def2-TZVPD" e_lumo_ev="-4.7 / -4.6" charge=+1 total_energy_ev=-19464.8045 gap_ev="7.9 / 7.9"
H -1.72 2.92 4.48
H -1.91 3.07 0.99
H 2.11 -0.65 -2.51
H -0.38 -4.30 -2.58
C 0.68 -2.85 -1.63
Pd 0.37 -0.06 -0.66
C 2.07 -2.41 -1.23
C -1.74 2.94 3.39
H -1.20 3.82 3.04
N -1.14 1.94 -0.59
H 2.20 -2.64 -0.17
O -0.32 -2.16 -1.36
N 0.54 -3.99 -2.31
H -0.70 2.72 -1.09
N -1.34 2.26 0.77
C -0.86 1.43 1.74
C 2.19 -0.90 -1.44
H -2.78 2.97 3.05
H -2.03 1.70 -1.05
H 1.34 -4.55 -2.58
H 3.07 -0.47 -0.97
H 2.84 -2.97 -1.79
O -1.09 1.73 3.00
O -0.22 0.42 1.48


# 16
22
Properties=species:S:1:pos:R:3 method="wB97M-V/def2-TZVPD" e_lumo_ev=-5.2 relative_energy_kj_mol=245.72 charge=+1 total_energy_ev=-31509.6699 gap_ev=8.1
H -1.00 -1.73 -0.10
C 0.11 -1.76 0.25
H 1.43 0.65 4.06
H 0.67 1.56 -2.17
H -0.28 -1.34 -2.12
H -0.55 -0.35 -3.59
N -0.98 2.44 -0.49
H 0.60 -2.25 -0.61
C -0.64 -0.35 -2.51
C -0.18 0.14 2.64
S 0.01 1.75 2.19
N 0.23 0.58 -0.29
C 0.48 0.53 -1.81
H -1.26 3.31 -0.09
H -1.00 -0.45 2.29
H -1.63 -0.28 -2.22
N 0.71 -0.52 0.54
H 1.36 -0.07 -1.72
S 0.56 -0.50 4.05
C -0.38 1.62 0.19
H 1.76 -0.41 0.48
H 0.00 -2.57 1.03


# 17
22
Properties=species:S:1:pos:R:3 method="wB97M-V/def2-TZVPD" e_lumo_ev="0.6 / 0.6" relative_energy_kj_mol=547.27 charge=0 total_energy_ev=-13381.7644 gap_ev="8.1 / 8.1"
C 1.30 -1.21 -0.35
H -2.94 1.48 0.01
H 0.59 -0.54 2.12
H 1.92 -1.81 0.28
H 1.36 1.08 -1.96
H 3.32 -0.33 0.27
H -0.06 0.89 1.32
H 1.54 -1.49 -1.45
H 0.22 -1.63 -0.20
N -1.89 1.25 -0.14
H 1.60 0.82 2.14
H -2.92 -1.05 -1.28
O 2.81 0.50 0.18
C 0.87 0.35 1.53
N -1.18 2.36 -0.36
C -2.40 -1.05 -0.32
N -0.03 2.07 -0.97
N -1.52 0.06 -0.29
H -3.10 -1.00 0.62
C 0.79 1.09 -0.98
H -1.73 -1.99 -0.24
C 1.44 0.16 0.07


# 18
22
Properties=species:S:1:pos:R:3 method="wB97M-V/def2-TZVPD" e_lumo_ev=0.9 relative_energy_kj_mol=125.96 charge=0 total_energy_ev=-13386.1309 gap_ev=10.5
H -1.47 0.32 2.59
H 0.29 -0.24 2.87
H 2.04 1.09 -1.47
N -2.58 0.08 0.41
C -1.24 0.37 -0.04
H -0.56 1.89 -1.99
H 3.13 -0.19 0.12
H -2.72 -0.93 0.40
N -0.24 -0.01 0.95
H -1.37 2.46 0.72
H 1.13 -2.28 -0.94
O -0.95 -0.26 -1.24
C -0.50 0.03 2.18
H 0.06 -0.20 -1.40
H -3.25 0.49 -0.24
H 2.76 -2.61 -0.28
H 1.47 -2.04 0.78
N -0.77 2.51 -1.21
C -1.12 1.90 -0.18
C 1.89 -1.96 -0.22
C 2.28 -0.55 -0.46
N 1.71 0.13 -1.36


# 19
22
Properties=species:S:1:pos:R:3 method="wB97M-V/def2-TZVPD" smiles="[NH2+]=C1N=NC[C@@]1([NH3+])CCO" e_lumo_ev=-10.2 relative_energy_kj_mol=416.16 charge=+2 total_energy_ev=-13366.8609 gap_ev=8.5
H 1.20 -1.40 1.11
C -0.71 -1.05 0.31
N 2.06 0.62 -0.07
H -2.07 1.59 0.17
C -0.46 0.31 -0.53
H -0.79 2.29 -0.15
N 1.29 -0.10 -2.11
H -1.71 -0.77 -2.12
C 1.09 0.29 -0.86
H -0.44 -1.89 -0.37
H -0.29 -2.02 2.16
N -1.06 1.38 0.24
H 3.07 0.42 -0.35
H 1.99 0.89 0.91
H 0.84 -0.45 3.15
H -1.81 -0.90 0.58
O 0.43 -0.02 2.34
C 0.20 -1.13 1.58
C -0.94 0.06 -1.99
N 0.22 -0.30 -2.69
H -0.77 1.22 1.27
H -1.33 0.95 -2.59


# 20
25
Properties=species:S:1:pos:R:3 method="wB97M-V/def2-TZVPD" spin_multiplicity=3 e_lumo_ev="0.8 / -1.3" charge=0 total_energy_ev=-25357.5471 gap_ev="7.1 / 9.4"
Si -1.04 -0.62 0.44
H -2.46 1.88 0.43
N 2.92 1.37 -2.42
H -1.04 -0.18 -3.09
H -3.85 1.17 1.28
H 2.69 -0.53 0.88
H -0.01 -3.07 2.09
O -2.15 0.06 1.36
C -0.42 -0.45 -2.23
C -0.97 -3.15 1.57
H -0.21 -1.52 -2.25
H -1.06 -4.14 1.12
H 0.52 0.09 -2.29
O -1.02 -2.22 0.52
C -2.77 1.32 1.31
H -2.51 1.88 2.21
H 2.14 1.06 1.67
N 2.45 1.09 -0.38
N 2.51 2.55 -1.99
H -1.78 -2.99 2.27
H 1.86 3.14 -0.04
O -1.13 -0.09 -1.07
N 2.89 0.49 -1.49
C 2.23 0.44 0.80
C 2.22 2.39 -0.71